# 1
Entry from the Open Molecules 2025 dataset: C37H28Cl5HgN6O3SSi as an isolated structure (the ωB97M-V functional and the def2-TZVPD basis).

```
82
Properties=species:S:1:pos:R:3:forces:R:3
Hg 0.1443 -0.2685 0.1885 0.2908 -0.2179 0.1086
O 3.3717 -1.5258 3.2357 -0.0316 0.0491 -0.1435
C 2.6417 -1.1865 2.3027 -0.0461 0.0191 0.0926
N 1.3716 -0.7504 2.2941 0.1828 0.0417 -0.1737
C 0.6655 -0.6006 3.4729 -0.2050 -0.1260 0.0565
O 1.1099 -0.6801 4.6163 0.0235 -0.0009 -0.0701
C -0.7911 -0.3081 3.2834 0.2024 0.0200 -0.0264
C -1.6618 -0.4736 4.3775 -0.2811 0.0644 -0.4729
C -3.0155 -0.3619 4.1726 0.0333 -0.1512 0.1823
C -3.6673 -0.2551 2.9196 0.1377 0.2613 0.1438
C -3.4070 1.1746 0.4879 0.0292 -0.0171 -0.0059
N -1.1860 0.2737 2.1027 0.1339 0.3145 0.5786
C 3.2650 -1.2962 0.9013 -0.0512 -0.0130 0.0423
C 4.6328 -1.5368 0.8012 0.0048 -0.0065 -0.0620
C 5.2028 -1.6394 -0.4541 -0.0215 0.0153 -0.0176
C 4.3945 -1.5188 -1.5781 0.0343 0.0160 0.0681
C 3.0437 -1.2849 -1.3903 0.0358 0.0348 -0.0671
N 2.5027 -1.1757 -0.1807 -0.1479 0.1783 0.0790
H -1.2439 -0.6922 5.3474 0.0320 -0.0047 0.0293
H -3.6947 -0.4181 5.0201 0.0284 -0.0024 -0.0178
H -4.7012 0.0113 2.7755 -0.0398 -0.0548 0.0194
H -3.5866 2.0320 1.1547 -0.0046 0.0910 -0.0724
H 5.1992 -1.6292 1.7161 0.0033 -0.0004 0.0107
H 6.2695 -1.8030 -0.5616 -0.0096 -0.0036 0.0043
H 4.8012 -1.5817 -2.5787 -0.0028 -0.0050 -0.0129
H 2.3651 -1.1632 -2.2300 -0.0022 0.0016 -0.0024
N -2.1267 0.7872 -2.4670 -0.3793 -0.5318 -0.1712
N -1.1065 1.5921 -2.9365 0.2305 0.2881 -0.1799
C -0.0308 1.0982 -3.5794 -0.0666 0.0191 0.1677
N 0.9129 2.0516 -3.8443 -0.0766 -0.0070 -0.0946
S 0.1735 -0.4864 -4.0557 -0.0033 -0.0498 -0.1534
H -3.0138 1.2516 -2.6023 -0.0172 0.1030 -0.1056
H -2.0570 0.6450 -1.4657 0.0887 0.1042 0.2388
H -0.9494 2.4599 -2.4442 0.0664 0.0618 0.0731
H 0.9427 2.8610 -3.2352 0.0534 -0.1150 -0.0945
H 1.8033 1.6663 -4.1065 -0.0209 -0.0152 -0.0103
O 0.8794 1.6247 -0.6515 0.0512 -0.1148 -0.0316
Si 1.9309 2.7640 -0.3336 -0.0632 -0.0967 0.2024
C 1.5087 4.2219 -1.4820 0.0222 0.1177 0.1455
C 2.4038 4.9282 -2.2843 0.0167 0.0596 -0.0499
C 1.9723 5.9469 -3.1305 0.0202 -0.0102 0.0411
C 0.6294 6.2894 -3.1790 0.0040 -0.0254 0.0264
C -0.2795 5.6146 -2.3715 0.0008 -0.0190 0.0155
C 0.1593 4.5969 -1.5355 -0.0440 0.0367 -0.0010
C 1.8344 3.4187 1.4270 -0.0102 -0.0121 0.0231
C 2.4648 4.5979 1.8342 0.0256 0.0018 -0.0053
C 2.4109 5.0229 3.1542 0.0023 0.0030 -0.0226
C 1.7230 4.2660 4.0967 -0.0221 -0.0169 0.0071
C 1.0799 3.0987 3.7119 0.0082 0.0256 0.0084
C 1.1300 2.6871 2.3851 0.0344 0.0298 -0.0055
C 3.7533 2.3486 -0.6616 -0.0373 0.0643 0.0244
C 4.2033 2.1165 -1.9633 0.0866 -0.0366 0.0079
C 5.5403 1.8752 -2.2423 0.0051 -0.0346 -0.0596
C 6.4672 1.8394 -1.2085 -0.0048 -0.0237 -0.0196
C 6.0426 2.0370 0.0958 -0.0603 0.0226 0.0434
C 4.7013 2.2959 0.3617 0.0525 -0.0348 0.0150
H 3.4579 4.6703 -2.2611 -0.0297 0.0213 -0.0071
H 2.6876 6.4709 -3.7543 -0.0019 -0.0044 -0.0009
H 0.2906 7.0772 -3.8413 -0.0033 -0.0014 -0.0034
H -1.3305 5.8779 -2.3969 0.0077 -0.0007 -0.0053
H -0.5568 4.0669 -0.9102 0.0342 0.0486 -0.0126
H 3.0108 5.1941 1.1074 0.0050 0.0013 0.0021
H 2.9077 5.9401 3.4514 0.0010 0.0003 -0.0030
H 1.6885 4.5892 5.1309 0.0046 -0.0006 0.0032
H 0.5457 2.4941 4.4351 -0.0007 -0.0071 -0.0058
H 0.6082 1.7838 2.0974 0.0174 0.0656 0.0144
H 3.4879 2.1226 -2.7760 -0.0086 0.0073 -0.0640
H 5.8580 1.7011 -3.2650 -0.0048 0.0031 0.0229
H 7.5124 1.6421 -1.4185 -0.0045 0.0016 -0.0048
H 6.7536 1.9861 0.9122 -0.0074 0.0041 0.0035
H 4.3859 2.4543 1.3870 0.0011 -0.0038 0.0031
Cl 0.1301 -3.2428 -1.5790 -0.0139 -0.0266 0.0020
C -1.4056 -2.7908 -0.9115 -0.1786 -0.0810 -0.0303
C -1.5127 -1.6300 -0.1556 0.2494 -0.2853 -0.1261
C -2.7393 -1.3599 0.3803 -0.1536 -0.1395 -0.0210
Cl -2.8315 0.1145 1.5059 -0.3434 0.0400 -0.0426
C -3.8852 -2.1040 0.1418 0.0538 -0.1543 -0.1708
Cl -5.4588 -1.6277 0.6657 -0.0072 -0.0305 0.0189
C -3.7505 -3.2634 -0.6244 -0.0426 0.1165 0.0898
Cl -5.1328 -4.2591 -0.9430 0.0297 0.0109 0.0046
C -2.5030 -3.6230 -1.1327 0.1025 0.0788 0.0089
Cl -2.3409 -5.0904 -2.0384 0.0018 0.0389 0.0185
```
Forces are in eV/Å.

Properties
* HOMO energy (spin up / spin down): -0.238 / -2.118 eV
* charge: -2
* energy above the lowest of the compared OMol25 structures with the same formula, charge and spin: 280.53 kcal/mol
* expectation value of S²: 0.77
* spin multiplicity: 2
* E: -139398.7495 eV
* LUMO level (spin up / spin down): 4.07 / 4.06 eV
* Kohn-Sham gap (spin up / spin down): 4.3045 / 6.1815 eV



# 2
Entry from the Open Molecules 2025 dataset: the molecule C8H14N2O3S at a distorted geometry (the ωB97M-V functional and the def2-TZVPD basis).

```
28
Properties=species:S:1:pos:R:3:forces:R:3
C -2.2440 1.3568 -1.6986 1.5396 -0.9661 0.4698
N -1.2787 0.5642 -1.9390 0.0319 -0.5899 0.2130
C -0.5244 -0.2511 -0.9625 -1.8605 2.1097 -2.7037
C 0.1098 -1.2672 -1.5607 -0.0448 0.6381 1.5249
C 0.0132 -1.5309 -3.0252 1.7464 2.3971 0.1439
S 1.0322 -2.4155 -0.5453 1.1349 0.5809 -0.0359
O 0.2182 -3.3340 0.1731 -0.9135 0.5164 0.6954
O 2.0437 -2.9851 -1.3353 1.2862 -0.6407 -2.0644
N 1.9353 -1.4662 0.5115 -2.0744 -0.7083 0.6887
C 1.1080 -0.9182 1.5754 -1.6991 -0.5767 0.4412
C 0.3934 0.3735 1.1756 1.0991 1.3568 1.9451
C -0.2493 1.2290 2.3376 4.0150 0.1193 -0.9679
C -0.3071 2.6704 1.9124 -5.3288 -1.1247 -1.5693
O -0.6878 0.1981 0.2761 0.6653 -0.3117 0.5777
H -2.7233 1.8063 -2.5434 -0.2285 0.3530 -0.4207
H -2.5731 1.6326 -0.7148 -0.3238 -0.0161 0.6728
H -0.3657 -2.4590 -3.0300 -0.4645 -4.0502 -0.8963
H 0.9679 -1.3299 -3.5374 -0.2302 -0.8391 0.2313
H -0.7213 -0.9906 -3.5727 -0.5386 0.9884 0.2564
H 2.4175 -0.7204 0.0487 0.4465 0.0933 -0.6928
H 1.7264 -0.8271 2.4465 0.2839 0.6266 0.5289
H 0.3189 -1.6510 1.8691 0.6889 0.2206 -0.3338
H 1.2583 1.0406 0.8249 -1.3897 -0.5820 -0.5319
H -1.1664 0.8922 2.6376 -2.3424 -1.2000 0.6592
H 0.4517 1.2009 3.2055 -0.4638 -0.2719 -0.4582
H 0.5736 3.0244 1.6040 3.4302 1.1744 -1.8463
H -0.5198 3.2585 2.7332 -0.8276 1.2998 1.9256
H -1.2071 2.8987 1.1340 2.3624 -0.5969 1.5473
```
Forces are in eV/Å.

Properties
* HOMO energy: -9.310 eV
* energy above the lowest of the compared OMol25 structures with the same formula, charge and spin: 99.89 kcal/mol
* SMILES: C=NC1=C(C)S(=O)(=O)NC[C@H](CC)O1
* spin multiplicity: 1
* E: -28477.3504 eV
* LUMO level: 0.33 eV
* Kohn-Sham gap: 9.6417 eV



# 3
Entry from the Open Molecules 2025 dataset: C5H8O as an isolated structure (the ωB97M-V functional and the def2-TZVPD basis).

```
14
Properties=species:S:1:pos:R:3:forces:R:3
O -0.7585 2.4003 -0.8239 0.1278 -0.7588 0.2868
C -0.0682 1.5715 -0.3210 -0.1354 0.4030 -0.2179
C -1.3805 0.0688 0.3907 -0.1132 -0.1147 -0.0596
C -0.6166 -0.9349 -0.2529 0.1933 0.5402 -0.2092
C 0.6619 -1.2780 0.2597 -0.0850 -0.0870 -0.0655
C 1.2373 1.1455 -0.1726 -0.1595 0.4898 0.2245
H -1.4255 0.0548 1.4852 0.3448 0.2936 -0.2698
H -2.3062 0.3989 -0.0735 0.0618 -0.2405 0.0441
H -0.4454 -2.1917 0.1207 0.2334 0.1640 0.2831
H -0.7242 -1.0231 -1.3303 0.0158 -0.0636 0.0466
H 1.4981 -1.5873 -0.3549 -0.4221 -0.3733 -0.0967
H 0.7984 -1.2754 1.3418 0.0544 0.2458 -0.3062
H 1.6661 1.1860 0.8181 -0.0671 -0.2665 0.1550
H 1.8655 1.5754 -0.9568 -0.0489 -0.2319 0.1848
```
Forces are in eV/Å.

Properties
* HOMO energy (spin up / spin down): -7.826 / -7.826 eV
* energy above the lowest of the compared OMol25 structures with the same formula, charge and spin: 135.49 kcal/mol
* spin multiplicity: 1
* E: -7356.3800 eV
* LUMO level (spin up / spin down): 0.22 / 0.22 eV
* Kohn-Sham gap (spin up / spin down): 8.0484 / 8.0490 eV



# 4
Entry from the Open Molecules 2025 dataset: the molecule C4H6ClNOS at a distorted geometry (the ωB97M-V functional and the def2-TZVPD basis).

```
14
Properties=species:S:1:pos:R:3:forces:R:3
O 2.4569 -1.5391 -0.2830 -0.1717 0.0517 0.0232
C 1.3268 -1.3538 0.0753 0.1772 0.4004 -0.0040
N 0.7245 -0.0862 0.2013 0.2243 -0.0467 -0.1474
C 1.4717 1.0307 -0.0741 0.5268 -0.4204 -0.1796
S 0.9796 2.5686 -0.0190 -0.0721 0.0564 0.0385
C -0.6653 0.0129 0.6194 -0.1087 -0.3305 0.3742
C -1.5990 0.1609 -0.5769 0.2769 1.3412 -0.3278
Cl -3.2877 0.2059 -0.0221 -0.0385 -0.0663 0.0342
H 0.6487 -2.1640 0.3553 -0.1968 -0.1331 0.0519
H 2.4939 0.7352 -0.3511 -0.3572 0.2391 0.1044
H -0.7561 0.8701 1.3067 -0.0731 -0.3614 -0.3181
H -0.8959 -0.9183 1.1669 -0.0735 0.4566 -0.1653
H -1.4924 -0.6498 -1.2840 0.0093 -0.2552 -0.0450
H -1.4054 1.1269 -1.1147 -0.1228 -0.9318 0.5608
```
Forces are in eV/Å.

Properties
* HOMO energy: -9.127 eV
* energy above the lowest of the compared OMol25 structures with the same formula, charge and spin: 10.40 kcal/mol
* SMILES: O=CN(C=S)CCCl
* spin multiplicity: 1
* E: -31140.4877 eV
* LUMO level: -0.43 eV
* Kohn-Sham gap: 8.6983 eV



# 5
Entry from the Open Molecules 2025 dataset: C23H19Cl4I2N4O2SSiTa as an isolated structure at a distorted geometry (the ωB97M-V functional and the def2-TZVPD basis).

```
57
Properties=species:S:1:pos:R:3:forces:R:3
Ta -0.2321 0.2613 -0.9111 0.1447 0.5132 0.8959
I 2.6996 -4.9577 3.9835 0.0504 -0.0515 0.0541
C 1.6520 -3.4370 3.0312 -0.0026 -0.0198 0.0012
C 1.6451 -2.1568 3.5629 -0.0246 0.0596 -0.0139
C 0.9679 -1.1401 2.9061 -0.0079 0.1206 -0.0506
I 0.9780 0.7686 3.7532 0.0378 -0.1011 -0.0211
C 0.2898 -1.3775 1.7038 0.0393 0.0462 0.3191
O -0.3419 -0.4170 1.0350 0.0362 0.0491 -0.2916
C 0.2859 -2.6837 1.2085 0.0764 -0.1267 0.1855
C -0.4471 -2.8977 -0.0663 -0.0260 -0.0141 -0.0254
N 0.1057 -2.0247 -1.1297 -0.0114 -0.0215 -0.2891
C 1.5356 -2.2866 -1.4297 -0.1394 -0.0815 0.0984
C 2.3994 -1.4459 -0.5464 0.0440 0.0735 0.1152
C 3.6004 -1.9026 -0.0371 -0.0456 -0.0013 -0.0276
C 4.3629 -1.0604 0.7530 0.0129 -0.0390 -0.0204
C 3.8955 0.2165 1.0081 -0.0482 0.0594 0.0106
C 2.6900 0.6070 0.4636 0.1021 0.0379 0.0778
N 1.9452 -0.2017 -0.3023 0.0155 -0.3534 -0.3069
C 0.9636 -3.7028 1.8602 -0.0692 0.0413 -0.0986
H 2.1641 -1.9412 4.4863 0.0156 -0.0253 0.0056
H -0.3846 -3.9377 -0.3941 0.0054 -0.0162 0.0614
H -1.4970 -2.6188 0.0374 -0.0133 -0.0368 0.0148
H -0.4097 -2.2389 -1.9794 0.0233 0.0848 -0.0222
H 1.7672 -3.3468 -1.3097 0.0217 0.0242 -0.0094
H 1.7123 -1.9986 -2.4671 0.0038 -0.0281 -0.0284
H 3.9166 -2.9132 -0.2550 0.0213 -0.0045 0.0139
H 5.3025 -1.3965 1.1701 0.0025 -0.0178 -0.0069
H 4.4444 0.9078 1.6304 0.0030 0.0091 0.0011
H 2.3005 1.5920 0.6618 -0.0217 -0.0105 -0.0030
H 0.9510 -4.7039 1.4469 0.0019 -0.0081 0.0001
O -2.1813 -0.2313 -0.7997 -0.0700 -0.1764 -0.1382
N -3.1793 0.2455 -1.5739 -0.1011 -0.1247 0.0073
C -4.3178 -0.4855 -1.6331 0.0101 0.0148 0.0008
C -5.3762 -0.0212 -2.3501 -0.0426 0.0054 -0.0248
C -5.2584 1.2166 -3.0053 0.0264 -0.0104 0.0173
C -4.0962 1.9326 -2.9194 -0.0436 -0.0112 -0.0056
C -3.0091 1.4344 -2.1775 0.0714 0.0859 -0.0767
S -1.5181 2.2253 -1.9850 -0.0440 0.1108 0.0347
H -4.2936 -1.4139 -1.0846 0.0080 -0.0040 0.0051
H -6.2805 -0.6071 -2.4057 -0.0006 -0.0080 0.0061
H -6.0845 1.6054 -3.5840 -0.0212 -0.0183 0.0004
H -3.9804 2.8822 -3.4201 0.0445 0.0082 0.0134
Cl 1.1391 3.0486 -3.8552 -0.0215 0.0548 -0.0275
Si 1.7382 1.8085 -2.3131 -0.1995 0.2137 -0.0936
Cl 3.1616 0.6157 -3.2528 0.0384 -0.1998 0.1070
Cl -0.2286 -0.2996 -3.2630 0.1277 -0.1248 -0.4509
Cl 1.3285 5.7532 1.0424 -0.0040 0.0191 0.0118
C 0.2879 4.3947 1.2219 0.0542 -0.0552 -0.0704
C -0.7745 4.4116 2.1058 -0.0451 -0.0955 -0.0120
C -1.5522 3.2683 2.1872 -0.0137 0.0275 0.0183
C -1.2407 2.1717 1.4114 0.0007 -0.0262 -0.0059
N -0.2147 2.1653 0.5467 -0.0120 -0.0614 -0.1029
C 0.5258 3.2683 0.4493 -0.0121 0.2499 0.1818
H -0.9828 5.2862 2.7059 0.0088 0.0129 -0.0014
H -2.3953 3.2116 2.8604 -0.0026 0.0289 0.0124
H -1.8190 1.2634 1.4816 -0.0039 -0.0119 -0.0023
H 1.3391 3.2840 -0.2646 -0.0002 -0.0655 -0.0438
```
Forces are in eV/Å.

Properties
* HOMO energy (spin up / spin down): -9.330 / -10.758 eV
* charge: +1
* energy above the lowest of the compared OMol25 structures with the same formula, charge and spin: 37.65 kcal/mol
* expectation value of S²: 0.77
* spin multiplicity: 2
* E: -120770.6888 eV
* LUMO level (spin up / spin down): -3.47 / -3.61 eV
* Kohn-Sham gap (spin up / spin down): 5.8640 / 7.1460 eV